[1]
Entry from the OMol25 dataset: a cluster of 7 separate species, C14H28Br14 in total in a non-equilibrium geometry (ωB97M-V/def2-TZVPD).

```
! RIJCOSX wB97M-V def2-TZVPD def2/J DEFGRID3
* xyz -1 2
Br 3.124 -1.849 -2.075
Br 1.308 3.251 -3.207
Br -1.875 5.991 1.315
Br -0.187 -0.995 -4.354
Br -5.067 0.726 1.433
Br 5.729 -4.085 1.087
Br -1.296 6.266 -3.308
Br 1.857 5.497 3.548
Br 2.684 -6.589 0.932
Br 0.359 -8.600 3.179
Br 2.605 1.974 4.110
Br -3.511 -1.662 -2.309
Br -0.420 2.106 0.071
Br 0.294 -2.527 0.798
C -1.039 5.731 -1.385
C -4.740 -0.759 0.198
C -4.132 -0.186 -1.178
C 0.751 -6.279 1.513
C 0.558 4.149 4.159
C -0.015 0.983 -4.377
C -2.266 6.283 -0.585
C -0.097 -7.522 1.622
C 3.738 -3.123 -0.730
C 1.148 1.310 -3.466
C 5.161 -2.764 -0.258
C -0.417 0.261 0.843
C 0.791 2.703 3.577
C -0.253 -0.864 -0.248
H -3.962 -1.371 0.655
H 5.765 -2.846 -1.162
H 0.860 2.633 2.491
H -5.648 -1.350 0.085
H -1.065 -7.103 1.896
H -0.864 4.656 -1.349
H 0.161 1.279 -5.411
H 0.441 -5.509 0.806
H -3.207 5.757 -0.750
H -0.967 1.396 -4.042
H 1.004 0.975 -2.439
H 0.037 1.995 3.920
H -0.167 6.247 -0.984
H 0.546 -0.484 -0.886
H 3.836 -4.046 -1.302
H -1.278 0.183 1.507
H 2.117 0.899 -3.750
H 0.524 4.117 5.248
H -0.399 4.541 3.813
H 0.606 -5.739 2.449
H -3.226 0.353 -0.903
H 3.116 -3.224 0.159
H 5.149 -1.758 0.163
H -0.042 -8.068 0.681
H -1.115 -1.000 -0.900
H 0.347 0.255 1.621
H -4.811 0.475 -1.716
H -2.549 7.311 -0.808
*
```

Properties
- Molecular weight: 1315.03 g/mol
- Energy above the lowest of the compared OMol25 structures with the same formula, charge and spin: 0.00 kcal per mole
- Energy: -36586.4127 Eh



[2]
Entry from the OMol25 dataset: a cluster of 2 separate species, C2H3O2P in total in a non-equilibrium geometry (ωB97M-V/def2-TZVPD).

```
! RIJCOSX wB97M-V def2-TZVPD def2/J DEFGRID3
* xyz 0 1
P 2.052 0.328 -0.172
O -1.001 -0.168 -0.505
O 1.477 1.625 -0.506
C 1.764 -1.236 -0.094
C -1.914 0.364 0.091
H -2.240 1.391 0.058
H -2.554 -0.309 0.716
H 2.416 -1.995 0.413
*
```

Properties
- Structure (SMILES): C#P=O.C=O
- Molecular weight: 90.02 g/mol
- Energy above the lowest of the compared OMol25 structures with the same formula, charge and spin: 98.17 kcal per mole
- Energy: -569.6764 Eh



[3]
Entry from the OMol25 dataset: a cluster of 2 separate species, C5H13N2O2P in total in a non-equilibrium geometry (ωB97M-V/def2-TZVPD).

```
! RIJCOSX wB97M-V def2-TZVPD def2/J DEFGRID3
* xyz 0 1
P -0.977 -1.301 -0.003
O -2.158 -2.108 0.159
O 1.649 0.721 -0.900
N 2.585 -0.932 0.226
N -1.409 0.319 -0.103
C 1.930 -0.437 -0.831
C 1.533 -1.402 -1.836
C 3.040 -0.105 1.280
C -3.211 1.784 0.668
C -2.617 0.918 -0.474
H 3.700 0.655 0.892
H -3.396 1.210 1.526
H 1.256 -1.106 -2.843
H 3.656 -0.641 2.039
H 1.995 -2.441 -1.871
H 2.295 0.430 1.809
H -4.181 2.020 0.235
H -2.472 2.599 0.847
H -0.011 -1.253 0.962
H -0.663 1.017 0.023
H -3.268 0.069 -0.538
H -2.571 1.665 -1.220
H 3.296 -1.683 -0.045
*
```

Properties
- Molecular weight: 164.15 g/mol
- Energy above the lowest of the compared OMol25 structures with the same formula, charge and spin: 104.11 kcal per mole
- Energy: -799.5606 Eh



[4]
Entry from the OMol25 dataset: a cluster of 2 separate species, CH4NS in total in a non-equilibrium geometry (ωB97M-V/def2-TZVPD).

```
! RIJCOSX wB97M-V def2-TZVPD def2/J DEFGRID3
* xyz -1 1
S 2.063 1.804 0.437
N -1.491 -0.668 0.142
C -0.294 -1.038 -0.078
H 0.834 1.893 -0.036
H -1.547 0.353 0.114
H -0.147 -1.976 -0.606
H 0.583 -0.367 0.027
*
```

Properties
- Molecular weight: 62.12 g/mol
- Energy above the lowest of the compared OMol25 structures with the same formula, charge and spin: 10.56 kcal per mole
- Energy: -493.4364 Eh



[5]
Entry from the OMol25 dataset: the ion C3H7O2 with charge -1 in a non-equilibrium geometry (ωB97M-V/def2-TZVPD).

```
! RIJCOSX wB97M-V def2-TZVPD def2/J DEFGRID3
* xyz -1 1
O 2.467 0.045 0.363
O -2.548 -0.358 -0.239
C 0.009 -0.323 0.459
C 1.190 0.305 -0.274
C -1.403 0.171 -0.436
H -1.495 1.264 0.029
H 0.010 -1.379 0.646
H 2.307 -0.141 1.339
H -0.289 0.159 1.406
H 1.179 0.018 -1.298
H -0.949 0.297 -1.413
H 1.111 1.365 -0.193
*
```

Properties
- Structure (SMILES): [O-]CCCO
- Molecular weight: 75.09 g/mol
- Energy above the lowest of the compared OMol25 structures with the same formula, charge and spin: 72.10 kcal per mole
- Energy: -268.9251 Eh



[6]
Entry from the OMol25 dataset: a structure of composition C3H3O4Tb in a non-equilibrium geometry (ωB97M-V/def2-TZVPD).

```
! RIJCOSX wB97M-V def2-TZVPD def2/J DEFGRID3
* xyz 3 8
Tb 3.531 0.549 0.083
O 1.680 -0.855 0.061
O -1.727 -0.835 -0.785
O -2.834 -0.750 1.203
O -2.917 0.893 -0.345
C 0.465 -1.112 0.263
C -0.409 -0.747 -0.788
C -2.540 -0.251 0.161
H -3.516 1.353 0.261
H 0.096 -1.459 1.234
H -0.012 -0.359 -1.727
*
```

Properties
- Molecular weight: 261.98 g/mol
- Energy above the lowest of the compared OMol25 structures with the same formula, charge and spin: 45.03 kcal per mole
- Energy: -1240.1120 Eh